DFT (ωB97M-V/def2-TZVPD) results for C21H21FN4O3S in the gas phase.

Structure (ORCA input):
```
! wB97M-V def2-TZVPD RIJCOSX def2/J DEFGRID3
* xyz 0 1
O 1.0547 1.6272 1.0916
C 1.5251 0.5384 0.8462
N 2.8342 0.2809 0.7425
C 3.8531 1.3086 0.8192
C 4.4032 1.6275 -0.5761
C 5.2038 0.4589 -1.1452
C 6.3389 0.0803 -0.1985
C 5.7908 -0.2838 1.1780
C 4.9794 0.8728 1.7590
C 0.6386 -0.7219 0.6900
C 1.0413 -1.6612 -0.4086
C 0.3395 -2.1301 -1.4798
C 1.1983 -3.0387 -2.1500
C 2.3525 -3.0628 -1.4381
O 2.2693 -2.2348 -0.3749
N -0.7584 -0.3585 0.5363
C -1.6694 -1.1817 1.1249
O -1.3642 -2.0498 1.9199
C -3.0687 -1.0222 0.6547
C -4.2075 -1.2091 1.4054
S -5.5530 -1.0440 0.3767
N -4.5659 -0.7808 -0.9314
N -3.3474 -0.7945 -0.6474
C -1.1248 0.8009 -0.1746
C -0.5392 1.1199 -1.3951
C -0.9265 2.2595 -2.0751
C -1.9029 3.0956 -1.5635
C -2.4602 2.7731 -0.3406
F -3.4021 3.5817 0.1877
C -2.0818 1.6523 0.3692
H 3.1440 -0.6533 0.5249
H 3.3511 2.1950 1.2216
H 5.0479 2.5049 -0.5009
H 3.5719 1.8766 -1.2386
H 5.6105 0.7374 -2.1194
H 4.5496 -0.4025 -1.2980
H 6.9021 -0.7603 -0.6087
H 7.0236 0.9259 -0.1019
H 6.6145 -0.5211 1.8540
H 5.1684 -1.1782 1.0986
H 5.6388 1.7271 1.9219
H 4.5556 0.5869 2.7234
H 0.7096 -1.2654 1.6476
H -0.6621 -1.8722 -1.7575
H 0.9749 -3.5935 -3.0372
H 3.2721 -3.5977 -1.5663
H -4.2892 -1.4153 2.4517
H 0.2215 0.4793 -1.8112
H -0.4655 2.4965 -3.0216
H -2.2216 3.9836 -2.0847
H -2.5116 1.4623 1.3401
*
```

Its structure (SMILES) is O=C(NC1CCCCC1)[C@H](c1ccco1)N(C(=O)c1csnn1)c1cccc(F)c1. The value obtained for the lowest unoccupied orbital energy is 0.13 eV. For the HOMO energy, the calculation gives -8.59 eV. As for the energy relative to the best compared isomer or geometry (same formula, charge and spin): 199.3 kJ/mol. As for the total energy: -47773.0904 eV.